Computed, not measured: a structure of composition C64H60N3O5P2SSiTa, with the ωB97M-V functional and the def2-TZVPD basis.

Electronic energy ... -120881.4964 eV
Total charge ... +2
LUMO energy ... -6.26 eV
F_max ... 1.3 eV/Å
Kohn-Sham gap ... 5.9 eV

```
137
C64H60N3O5P2SSiTa, DFT the ωB97M-V functional and the def2-TZVPD basis
Ta -0.71 0.53 -1.43
O -0.62 3.71 -3.97
C -0.97 2.76 -3.34
O -0.28 2.15 -2.39
C -2.29 2.06 -3.52
C -3.29 2.35 -4.42
C -4.43 1.55 -4.43
C -4.53 0.49 -3.53
C -3.46 0.25 -2.68
N -2.38 1.02 -2.68
C -3.31 -0.92 -1.75
O -4.18 -1.71 -1.55
O -2.09 -0.94 -1.23
H -3.17 3.18 -5.11
H -5.22 1.74 -5.14
H -5.39 -0.16 -3.50
O 0.39 -0.58 -0.23
S 0.76 -2.09 -0.30
C 2.26 -2.02 -1.30
C 2.58 -3.33 -1.60
C 3.58 -3.71 -2.49
C 4.21 -2.70 -3.17
C 5.23 -2.79 -4.26
C 5.53 -1.32 -4.63
C 4.70 -0.51 -3.68
C 4.63 0.84 -3.50
C 3.76 1.31 -2.52
C 2.89 0.53 -1.78
P 1.89 1.52 -0.57
C 3.09 1.26 0.79
C 2.88 0.22 1.68
C 3.85 -0.15 2.60
C 5.06 0.53 2.62
C 5.28 1.58 1.74
C 4.30 1.95 0.82
C 2.02 3.32 -0.89
C 1.98 3.96 -2.13
C 1.86 5.34 -2.19
C 1.73 6.09 -1.03
C 1.73 5.46 0.20
C 1.87 4.08 0.27
C 2.94 -0.91 -1.92
C 3.90 -1.36 -2.88
C 1.35 -2.66 1.31
C 2.65 -3.14 1.27
C 3.21 -4.00 2.21
C 2.41 -4.47 3.20
C 2.66 -5.51 4.25
C 1.35 -5.57 5.06
C 0.50 -4.47 4.49
C -0.68 -3.96 4.92
C -1.25 -2.93 4.18
C -0.73 -2.42 2.99
P -1.83 -1.06 2.36
C -1.64 0.01 3.85
C -2.57 0.31 4.84
C -2.23 1.17 5.88
C -0.96 1.73 5.96
C -0.03 1.44 4.97
C -0.38 0.61 3.92
C -3.41 -1.98 2.46
C -3.40 -3.26 1.88
C -4.55 -4.02 1.80
C -5.75 -3.52 2.30
C -5.78 -2.25 2.84
C -4.63 -1.47 2.90
C 0.51 -2.94 2.49
C 1.11 -3.92 3.34
H 2.01 -4.11 -1.11
H 3.82 -4.75 -2.65
H 4.83 -3.35 -5.11
H 6.12 -3.32 -3.92
H 5.25 -1.11 -5.66
H 6.59 -1.08 -4.53
H 5.22 1.53 -4.09
H 3.77 2.38 -2.33
H 1.95 -0.32 1.66
H 3.67 -0.96 3.28
H 5.84 0.23 3.31
H 6.22 2.12 1.76
H 4.49 2.76 0.14
H 2.02 3.40 -3.05
H 1.83 5.83 -3.16
H 1.63 7.17 -1.10
H 1.63 6.04 1.11
H 1.86 3.59 1.24
H 3.27 -2.85 0.44
H 4.25 -4.30 2.11
H 3.51 -5.23 4.88
H 2.90 -6.47 3.79
H 1.52 -5.44 6.13
H 0.85 -6.53 4.93
H -1.17 -4.30 5.83
H -2.16 -2.49 4.56
H -3.55 -0.13 4.84
H -2.97 1.41 6.64
H -0.70 2.37 6.79
H 0.97 1.85 5.02
H 0.34 0.41 3.14
H -2.47 -3.66 1.50
H -4.52 -5.00 1.35
H -6.65 -4.11 2.25
H -6.71 -1.84 3.23
H -4.70 -0.47 3.31
C -3.62 1.99 0.21
C -4.52 2.98 1.00
N -3.87 4.27 1.05
C -2.56 4.15 1.65
C -1.66 3.25 0.75
N -2.47 2.70 -0.36
C -2.95 3.82 -1.18
C -3.75 4.83 -0.29
H -4.18 1.50 -0.59
H -3.23 1.21 0.87
H -4.68 2.63 2.02
H -5.50 3.08 0.52
H -2.68 3.72 2.65
H -2.13 5.15 1.76
H -1.24 2.43 1.33
H -0.84 3.83 0.32
H -3.59 3.44 -1.97
H -2.08 4.32 -1.63
H -4.75 4.99 -0.70
H -3.25 5.79 -0.23
C -0.04 -2.73 -3.52
Si -0.20 -0.88 -3.87
C -1.66 -0.75 -5.07
C 1.28 -0.04 -4.71
H -0.51 -3.28 -4.34
H -0.54 -3.04 -2.61
H 0.99 -3.07 -3.47
H -1.41 -1.33 -5.96
H -1.84 0.27 -5.40
H -2.58 -1.15 -4.66
H 2.17 -0.66 -4.66
H 1.53 0.93 -4.29
H 1.04 0.11 -5.77
```

Mulliken population analysis, charges in e, atoms 1 to 4: number 1, Ta, carries 0.187; number 2, O, carries -0.598; number 3, C, carries -0.172; number 4, O, carries 1.024